Entry 1:
Here is a molecular structure, C6H6N2O5Rh from OMol25. Energies are from ωB97M-V/def2-TZVPD.

Calculated values
- Relative energy (zero: lowest compared OMol25 entry of this formula, charge and spin): 1.7 kcal/mol
- HOMO-LUMO gap (alpha / beta): 7.8 / 4.0 eV
- Total charge: +3
- LUMO energy (alpha / beta): -13.32 / -17.15 eV
- Multiplicity: 5
- E_tot: -827.09261 Ha

Each line ends with the Mulliken charge.
Element x y z (Å)
C (-0.38, -1.06, -2.54)  0.5143
H (-0.18, 2.71, 0.93)  0.1236
C (-4.15, 1.99, -0.95)  -0.6120
C (-1.98, 2.04, 0.21)  0.7891
O (-1.61, 0.95, -0.24)  -0.4906
C (1.50, 1.26, -0.30)  0.4411
O (2.14, -2.46, 0.12)  -0.0264
H (-1.52, 3.77, 1.13)  0.3005
C (-1.50, -0.95, 3.66)  0.1380
Rh (0.38, -0.20, -0.92)  0.3833
H (-5.10, 1.78, -0.46)  0.3503
O (2.27, 2.14, -0.18)  -0.0248
H (-3.75, 1.07, -1.36)  0.2964
H (-3.44, 3.39, 0.48)  0.2837
C (1.39, -1.59, -0.18)  0.4962
O (-0.77, -1.45, -3.57)  0.0167
H (-4.34, 2.70, -1.75)  0.3762
N (-3.21, 2.54, 0.00)  0.0235
N (-1.19, 2.82, 1.01)  -0.2449
O (-2.40, -0.83, 4.37)  -0.1341

***

Entry 2:
Here is C6H6N2OS in the gas phase from OMol25. Energies are from ωB97M-V/def2-TZVPD.

Calculated values
- Relative energy (zero: lowest compared OMol25 entry of this formula, charge and spin): 118.9 kcal/mol
- HOMO-LUMO gap (alpha / beta): 7.4 / 6.6 eV
- LUMO energy (alpha / beta): -1.39 / -2.00 eV
- Multiplicity: 1
- E_tot: -814.96600 Ha

Each line ends with the Mulliken charge.
Element x y z (Å)
C (-1.08, -0.06, -0.14)  0.1408
C (-0.58, -1.36, -0.25)  -0.0137
C (-1.47, -2.30, 0.16)  -0.9360
C (1.16, 1.55, -0.03)  -0.3103
H (2.59, 2.78, 0.22)  0.2436
O (-3.78, -0.11, -0.32)  -0.5714
C (-1.30, 2.35, -0.17)  -0.2381
N (1.61, 2.74, 0.06)  -0.5166
H (-1.20, -3.30, -0.08)  0.3000
N (-2.56, 2.01, -0.05)  -0.5048
H (-1.21, 3.40, -0.26)  0.5219
H (0.36, -1.44, -0.73)  0.3712
H (1.82, 0.63, -0.23)  0.2187
S (-2.68, 0.43, 0.46)  0.5037
H (-2.48, -2.02, 0.38)  0.2997
C (-0.27, 1.50, -0.10)  0.4914

***

Entry 3:
Here is C6H6N2S2 in the gas phase from OMol25. Energies are from ωB97M-V/def2-TZVPD.

Calculated values
- Relative energy (zero: lowest compared OMol25 entry of this formula, charge and spin): 52.0 kcal/mol
- HOMO-LUMO gap (alpha / beta): 7.4 / 7.4 eV
- LUMO energy (alpha / beta): -0.24 / -0.24 eV
- Multiplicity: 1
- E_tot: -1138.00034 Ha

Each line ends with the Mulliken charge.
Element x y z (Å)
N (0.96, -0.41, 2.34)  -0.4239
H (1.13, 0.94, 0.69)  0.2839
C (-1.15, 0.02, -0.68)  0.7568
C (0.16, -1.39, 2.46)  -0.0473
C (-0.43, 0.55, -2.93)  -0.3118
H (0.52, -2.25, 2.88)  0.4330
H (-2.00, 0.75, 1.20)  0.4118
H (0.00, -1.44, -3.37)  0.2936
N (-0.78, -1.12, -1.35)  -0.5137
C (-1.37, -0.05, 0.69)  -0.8013
H (-0.07, 0.97, -3.82)  0.4590
C (0.67, 0.77, 1.68)  -0.3207
S (-1.15, 1.41, -1.62)  -0.1473
H (0.49, 1.55, 2.47)  0.3010
S (-1.38, -1.54, 1.64)  -0.0842
C (-0.42, -0.75, -2.58)  -0.2891

***

Entry 4:
Here is 2 unconnected molecules or ions with the total composition C6H6N3O from OMol25. Energies are from ωB97M-V/def2-TZVPD.

Calculated values
- Relative energy (zero: lowest compared OMol25 entry of this formula, charge and spin): 141.1 kcal/mol
- HOMO-LUMO gap: 9.9 eV
- Total charge: +1
- LUMO energy: -4.72 eV
- Multiplicity: 1
- E_tot: -471.26989 Ha

Each line ends with the Mulliken charge.
Element x y z (Å)
H (-0.92, -1.62, 0.91)  0.2152
N (-0.42, 0.31, -0.49)  0.4633
H (1.83, 0.59, 2.34)  0.3534
C (-1.86, -1.32, 0.34)  -0.4577
H (1.39, 2.95, -1.28)  0.4417
O (-1.51, -0.44, -0.67)  -0.2753
C (-0.10, 1.30, -1.34)  -0.2063
C (0.41, 0.26, 0.52)  0.7157
C (1.36, 0.78, 1.35)  -0.6551
H (-2.62, -0.93, 0.96)  0.2821
H (-2.19, -2.19, -0.20)  0.2690
C (1.50, 1.54, 0.23)  0.1673
H (-0.77, 1.66, -2.22)  0.3746
C (0.95, 2.08, -0.89)  -0.6521
N (1.62, -3.03, 0.24)  -0.3477
N (1.34, -1.95, 0.20)  0.3118

***

Entry 5:
Here is a molecular structure, C6H6N3O4S from OMol25. Energies are from ωB97M-V/def2-TZVPD.

Calculated values
- Relative energy (zero: lowest compared OMol25 entry of this formula, charge and spin): 71.2 kcal/mol
- HOMO-LUMO gap (alpha / beta): 5.7 / 5.7 eV
- Total charge: -1
- LUMO energy (alpha / beta): 3.02 / 3.02 eV
- Multiplicity: 1
- E_tot: -1095.56454 Ha

Each line ends with the Mulliken charge.
Element x y z (Å)
C (-0.71, 0.46, -1.20)  -0.4012
O (2.92, -1.42, 0.88)  -0.4992
O (3.98, 0.50, 0.36)  -0.5135
N (0.08, 1.04, 2.17)  -1.0418
H (0.16, -1.04, 1.55)  0.3866
H (-2.22, -0.69, 1.74)  0.4278
C (3.16, -0.30, 0.55)  0.7268
H (-0.38, 0.14, -2.16)  0.4573
H (-2.23, 0.91, 1.05)  0.3886
H (2.83, 1.20, -1.38)  0.3866
O (0.83, 3.19, -0.53)  -0.6016
C (-1.79, -0.07, 0.98)  -0.9029
N (1.54, 0.41, -0.29)  -0.0336
H (-1.09, 1.48, -0.98)  0.2296
C (0.67, 2.47, 0.40)  0.6618
O (1.90, 0.93, -1.53)  -0.4410
S (-2.04, -0.67, -0.70)  -0.2048
C (0.28, 0.22, -0.16)  -0.3883
C (-0.30, -0.04, 1.28)  0.3582
N (0.22, 2.13, 1.46)  0.0045

***

Entry 6:
Here is a gas-phase ion, C6H6N3S (charge +1) from OMol25. Energies are from ωB97M-V/def2-TZVPD.

Calculated values
- Relative energy (zero: lowest compared OMol25 entry of this formula, charge and spin): 131.2 kcal/mol
- HOMO-LUMO gap (alpha / beta): 8.5 / 6.2 eV
- Total charge: +1
- SMILES string: C/C([S-])=N/[N+]1=C=[N+]=CC=C1
- LUMO energy (alpha / beta): -5.40 / -7.39 eV
- Multiplicity: 1
- E_tot: -794.20550 Ha

Each line ends with the Mulliken charge.
Element x y z (Å)
H (-2.87, -1.96, -0.40)  0.3112
H (4.33, 0.46, -0.03)  0.4114
C (3.21, 0.39, 0.03)  -0.0930
S (-1.86, 1.39, -0.84)  -0.0198
H (-3.23, -1.10, 1.06)  0.3264
H (2.21, 2.08, 1.03)  0.4567
C (-1.81, -0.19, -0.28)  0.6480
H (-3.98, -0.48, -0.21)  0.4071
C (2.11, 1.19, 0.57)  -0.7530
N (-0.71, -0.91, -0.19)  -1.0949
C (1.53, -0.96, -0.81)  0.5533
C (-3.03, -0.94, 0.05)  -1.0777
C (0.88, 0.78, 0.39)  0.1771
H (-0.01, 1.35, 0.48)  0.4016
N (0.47, -0.43, -0.22)  0.7126
N (2.75, -0.65, -0.64)  -0.3669

***

Entry 7:
Here is a gas-phase ion, C6H6NO4S (charge -1) from OMol25. Energies are from ωB97M-V/def2-TZVPD.

Calculated values
- Relative energy (zero: lowest compared OMol25 entry of this formula, charge and spin): 0.0 kcal/mol
- HOMO-LUMO gap: 7.0 eV
- Total charge: -1
- SMILES string: O=C([O-])[C@H](S)n1c(O)ccc1O
- LUMO energy: 3.21 eV
- Multiplicity: 1
- E_tot: -986.18546 Ha

Each line ends with the Mulliken charge.
Element x y z (Å)
S (-0.75, 2.53, -0.18)  -0.2462
O (1.59, 0.80, -2.70)  -0.7314
H (0.27, 2.58, 0.74)  0.1736
H (0.21, -1.64, 2.95)  0.2970
C (-1.05, -1.97, 1.11)  -0.6066
H (1.84, 1.03, 0.81)  0.4373
O (1.42, 0.56, 1.56)  -0.6586
C (-0.21, 1.02, -1.04)  -0.3694
N (-0.24, -0.24, -0.01)  0.1335
C (0.42, -0.27, 1.16)  0.2742
O (2.08, 1.76, -0.77)  -0.7237
H (-1.43, -1.32, -2.02)  0.3130
C (-1.09, -1.30, -0.10)  0.2422
O (-1.88, -1.52, -1.22)  -0.5546
H (-0.76, 0.85, -1.88)  0.4065
C (1.35, 1.22, -1.56)  0.6948
C (-0.06, -1.33, 1.88)  -0.5989
H (-1.69, -2.76, 1.27)  0.5175

***

Entry 8:
Here is 2 unconnected molecules or ions with the total composition C6H6NO8 from OMol25. Energies are from ωB97M-V/def2-TZVPD.

Calculated values
- Relative energy (zero: lowest compared OMol25 entry of this formula, charge and spin): 15.8 kcal/mol
- HOMO-LUMO gap (alpha / beta): 4.9 / 6.5 eV
- Total charge: -1
- LUMO energy (alpha / beta): 3.08 / 1.33 eV
- Multiplicity: 3
- E_tot: -888.73475 Ha

Each line ends with the Mulliken charge.
Element x y z (Å)
O (2.37, 1.36, 1.03)  -0.8049
H (0.13, -1.38, -2.64)  0.2878
N (1.22, 1.77, 0.62)  1.0584
C (0.29, 0.75, 0.46)  -0.4506
H (-2.08, -2.04, 2.42)  0.2920
O (-2.94, -0.02, 0.92)  -0.6022
C (-0.22, -0.48, -1.90)  -0.6502
H (2.32, -0.55, 1.18)  0.3992
O (2.09, -0.39, -1.19)  -0.5349
C (-1.77, 0.03, 0.93)  0.4811
O (-1.16, -2.03, 2.17)  -0.5881
C (1.04, 0.20, -1.50)  0.4881
H (-1.57, 0.86, -1.82)  0.4405
O (1.58, -1.13, 1.56)  -0.6289
H (-0.51, -1.14, -1.16)  0.3355
H (0.82, 1.30, -1.73)  0.3296
O (-1.25, 0.26, -2.54)  -0.5456
C (0.46, -0.50, 1.26)  1.1083
C (-0.85, -0.86, 1.48)  -0.1502
O (1.08, 2.92, 0.18)  -0.7841
O (-1.05, 1.09, 0.27)  -0.4807

***

Entry 9:
Here is a molecular structure, C6H6NiO5 from OMol25. Energies are from ωB97M-V/def2-TZVPD.

Calculated values
- Relative energy (zero: lowest compared OMol25 entry of this formula, charge and spin): 0.0 kcal/mol
- HOMO-LUMO gap (alpha / beta): 10.0 / 7.6 eV
- Total charge: +2
- LUMO energy (alpha / beta): -9.85 / -12.21 eV
- Multiplicity: 3
- E_tot: -2115.97496 Ha

Each line ends with the Mulliken charge.
Element x y z (Å)
O (-0.15, -3.07, -0.46)  -0.0380
H (-1.14, 1.82, 1.59)  0.3437
H (-1.51, 2.05, 4.14)  0.3857
C (-0.70, 1.19, 2.37)  -0.1420
H (-1.00, 0.36, 4.35)  0.3486
H (-2.50, 0.73, 3.47)  0.3390
H (-0.19, -0.78, 2.35)  0.3725
Ni (0.01, -0.20, -0.13)  0.1918
C (0.04, -1.93, -0.62)  0.3503
O (-2.80, 0.29, -1.06)  -0.0289
C (1.85, -0.08, 0.40)  0.5791
C (-1.65, 0.31, -0.93)  0.6174
C (0.98, 1.75, -2.19)  0.1303
H (0.34, 1.54, 2.47)  0.3224
O (-0.74, -0.17, 1.84)  -0.4905
O (2.76, -0.28, 1.07)  -0.0217
O (1.36, 2.45, -3.01)  -0.0771
C (-1.47, 1.08, 3.67)  -1.1825

***

Entry 10:
Here is C6H6O in the gas phase from OMol25. Energies are from ωB97M-V/def2-TZVPD.

Calculated values
- Relative energy (zero: lowest compared OMol25 entry of this formula, charge and spin): 0.5 kcal/mol
- HOMO-LUMO gap: 9.6 eV
- SMILES string: Oc1ccccc1
- LUMO energy: 0.89 eV
- Multiplicity: 1
- E_tot: -307.46256 Ha

Each line ends with the Mulliken charge.
Element x y z (Å)
H (0.25, 0.34, -2.27)  0.2833
H (1.62, 1.49, 1.64)  0.3535
C (1.04, 0.85, 0.99)  -0.4393
C (1.12, 0.90, -0.39)  -0.4627
O (-1.69, -1.30, -1.33)  -0.5088
C (-0.79, -0.71, 0.76)  -0.3609
C (-0.76, -0.60, -0.63)  0.5852
H (1.72, 1.70, -0.80)  0.3007
H (-1.36, -1.42, -2.22)  0.3069
C (0.26, 0.19, -1.19)  -0.3690
H (-1.42, -1.46, 1.22)  0.3510
C (0.06, 0.05, 1.57)  -0.3815
H (-0.05, -0.02, 2.64)  0.3414